This record from the Open Molecules 2025 dataset describes one molecule with the formula C13H19NO4S. The level of theory is ωB97M-V with the def2-TZVPD basis set.

XYZ file:
```
38
Properties=species:S:1:pos:R:3:forces:R:3
C 0.5616 1.4100 -4.5788 0.200 -0.061 -0.370
O 0.2855 1.3445 -3.1842 -0.299 0.091 0.227
C 1.2405 0.8058 -2.4205 0.079 -0.002 0.064
O 2.2742 0.3752 -2.8569 -0.049 0.007 0.071
C 0.8862 0.8217 -0.9405 0.772 -0.261 0.370
C 1.2952 -0.5134 -0.2944 -0.016 0.011 -0.463
C 0.5051 -1.7288 -0.7987 0.092 -0.012 0.309
C -0.8513 -1.8446 -0.1076 0.042 0.021 -0.272
C 1.3187 -3.0013 -0.5656 -0.143 0.222 -0.232
N -0.4926 1.1706 -0.6855 -0.333 0.851 0.447
S -0.7640 2.3434 0.4817 -0.042 -0.346 -0.350
O -2.0223 2.9504 0.1658 -0.122 -0.272 -0.004
O 0.4000 3.1732 0.6286 -0.005 -0.293 0.207
C -0.9374 1.3149 1.9301 0.136 0.404 -0.344
C -2.1364 0.6644 2.1406 -0.186 -0.030 0.028
C -2.2581 -0.1912 3.2229 -0.016 0.057 -0.087
C -1.1808 -0.3840 4.0744 0.044 -0.017 0.037
C 0.0157 0.2811 3.8561 -0.002 -0.024 -0.017
C 0.1402 1.1381 2.7741 0.137 0.111 0.047
H -0.3029 1.8836 -5.0363 0.041 -0.025 0.037
H 0.7108 0.4063 -4.9811 -0.021 0.094 0.020
H 1.4631 1.9984 -4.7571 -0.087 -0.042 0.008
H 1.5123 1.6157 -0.5001 0.027 -0.207 -0.262
H 1.1863 -0.4333 0.7880 0.055 0.017 0.048
H 2.3522 -0.6547 -0.5275 0.021 0.024 0.109
H 0.3442 -1.6160 -1.8762 0.005 -0.020 -0.059
H -1.4405 -0.9469 -0.2656 -0.122 -0.060 0.072
H -1.4001 -2.6993 -0.4971 -0.097 -0.124 0.005
H -0.7162 -1.9829 0.9637 0.007 -0.014 0.173
H 2.2581 -2.9612 -1.1113 0.143 -0.038 -0.028
H 0.7643 -3.8746 -0.9012 -0.037 -0.142 0.002
H 1.5376 -3.1200 0.4934 0.040 -0.038 0.158
H -1.0318 1.3562 -1.5172 -0.212 0.210 -0.061
H -2.9534 0.8472 1.4616 -0.175 -0.050 -0.050
H -3.1889 -0.7074 3.4023 -0.084 -0.028 0.001
H -1.2758 -1.0535 4.9164 -0.010 -0.051 0.068
H 0.8489 0.1320 4.5261 0.068 0.005 0.047
H 1.0515 1.6806 2.5772 0.147 0.032 0.043
```
Positions in Å, forces in eV/Å.

Summary:
**Relative energy (zero: lowest compared OMol25 entry of this formula, charge and spin)**: 139.3 kJ/mol
**Orbital gap**: 0.383 Ha
**Total charge**: 0
**E_HOMO**: -9.77 eV

=====

This record from the Open Molecules 2025 dataset describes C13H20Cl2N4O6W as an isolated structure. The level of theory is ωB97M-V with the def2-TZVPD basis set.

XYZ file:
```
46
Properties=species:S:1:pos:R:3:forces:R:3
W 0.0105 -0.0605 -0.2053 2.248 -1.715 -0.285
N 0.9784 -2.2058 0.0234 -0.981 -0.381 0.575
C 0.6530 -2.6411 1.4239 -0.464 -0.408 0.591
C -0.8077 -2.2419 1.7356 2.003 -1.845 0.499
O -1.5477 -2.8593 2.4261 -0.055 0.772 -0.405
N -1.1282 -1.0566 1.0437 -0.593 1.931 -1.770
C -2.5670 -0.7284 1.0605 -0.351 0.178 0.060
C -2.8164 0.2483 -0.0873 -3.002 -0.890 0.660
O -3.8301 0.5813 -0.5789 1.291 -0.147 0.365
O -1.5690 0.7129 -0.5299 1.554 0.648 -0.147
H 0.4822 -2.8775 -0.5907 0.069 0.571 0.109
H 1.9737 -2.4418 -0.1406 -0.364 0.903 -0.115
H 1.3398 -2.1703 2.1432 -0.195 -0.029 -0.224
H 0.7295 -3.7294 1.5633 0.072 0.276 -0.207
H -2.8863 -0.2936 2.0229 0.114 0.027 -0.236
H -3.1943 -1.6280 0.9327 0.325 0.210 -0.020
O 2.4275 0.0354 -0.5076 -0.241 0.096 0.436
C 3.2167 0.3696 0.6698 0.243 0.042 0.554
C 2.3211 0.9862 1.7184 0.396 -0.082 -0.595
C 2.8544 1.6244 2.8312 -0.317 -0.164 -0.281
C 2.0051 2.2149 3.7612 -0.068 -0.208 -0.224
C 0.6267 2.1148 3.5590 -0.104 -0.247 -0.291
C 0.1561 1.4275 2.4614 -0.505 -0.049 0.255
N 0.9752 0.8632 1.5147 -0.310 -0.045 -0.229
H 3.0196 0.1481 -1.2786 -0.653 -0.122 -0.079
H 4.0286 1.0602 0.4061 -0.269 -0.099 -0.067
H 3.6896 -0.5407 1.0734 -0.153 0.160 -0.187
H 3.9263 1.6717 2.9725 0.070 -0.029 -0.134
H 2.4040 2.7292 4.6282 0.007 0.013 -0.016
H -0.0675 2.5530 4.2651 -0.080 -0.056 -0.063
H -0.9176 1.3033 2.3046 0.393 0.093 0.151
Cl -0.9375 3.3752 0.3582 -0.047 1.056 -0.072
C -0.0123 3.7369 -1.1012 -0.715 0.675 0.405
Cl 0.8102 2.2189 -1.5556 0.511 -0.512 -0.310
H 0.7445 4.5079 -0.9191 -0.104 -0.362 0.044
H -0.6776 4.0255 -1.9204 0.147 -0.187 0.201
N -2.6036 -1.6199 -4.3308 -0.523 -0.222 0.051
C -1.2229 -1.1256 -4.1135 1.105 0.308 -0.040
C -0.8352 -1.0624 -2.6425 -0.906 -0.982 0.649
O 0.2590 -0.4818 -2.2671 0.670 0.752 0.854
O -1.5264 -1.5633 -1.7473 -0.172 0.047 -0.589
H -2.7729 -1.7992 -5.3399 0.084 0.040 0.329
H -3.3212 -0.9407 -4.0278 0.161 -0.211 -0.094
H -2.7853 -2.5049 -3.8234 0.022 0.277 -0.216
H -1.0891 -0.1389 -4.5729 -0.162 -0.167 0.039
H -0.5159 -1.7978 -4.6209 -0.152 0.085 0.068
```
Positions in Å, forces in eV/Å.

Summary:
**Relative energy (zero: lowest compared OMol25 entry of this formula, charge and spin)**: 544.8 kJ/mol
**Orbital gap**: 0.223 Ha
**Total charge**: +4
**E_HOMO**: -22.34 eV

=====

This record from the Open Molecules 2025 dataset describes C13H20ClNOS as an isolated structure. The level of theory is ωB97M-V with the def2-TZVPD basis set.

XYZ file:
```
37
Properties=species:S:1:pos:R:3:forces:R:3
C -5.8206 -1.3740 0.0643 -0.229 0.998 -3.433
O -4.5275 -1.2018 0.7005 -2.962 1.212 -0.039
C -3.4002 -1.7752 0.1467 -3.915 -6.320 -0.405
C -2.9252 -1.2105 -1.1056 -5.465 -3.935 -2.847
N -2.6279 0.0425 -1.0437 -0.793 11.312 6.352
H -3.5031 0.5914 -0.4003 2.448 -1.751 -2.952
C -1.5497 0.3416 0.0647 3.054 3.152 -8.232
C -1.1908 1.9881 -0.2038 -2.793 -2.605 11.371
C -0.0051 2.3689 0.6656 3.230 2.323 -9.341
C 1.4124 1.7884 0.1960 -1.420 1.975 -1.634
H 2.1399 2.6299 0.6134 -0.756 -2.579 -0.814
H 1.2672 1.9584 -0.9868 1.190 -0.748 2.426
S 1.7196 -0.0697 0.6313 -0.615 2.966 -0.112
C 3.4331 -0.0286 0.4359 0.991 -1.770 -1.756
C 4.1469 0.6976 -0.5572 -3.425 0.018 3.897
C 5.4274 0.4200 -0.5229 6.863 0.416 -3.735
C 6.1294 -0.8071 0.0021 -8.482 5.097 -0.131
C 5.3194 -1.5436 0.8481 5.022 2.601 -4.176
C 4.1268 -1.1152 0.9252 -9.970 -1.752 5.656
H 3.4063 -1.8200 1.7427 1.903 1.981 -2.387
H 5.7801 -2.3493 1.1362 1.549 -4.710 2.610
Cl 7.6521 -0.8712 -0.1712 7.335 -0.950 -0.867
H 6.0704 1.2141 -1.2327 -1.133 -2.430 2.085
H 3.6449 1.6140 -0.7427 0.355 0.792 -1.471
H -0.0823 2.1415 1.5374 -1.610 -3.309 10.442
H 0.1890 3.4569 0.8014 -0.426 -0.286 -0.947
H -1.0226 2.1284 -1.1096 0.979 1.276 -8.156
H -2.0048 2.6456 0.2945 0.633 -1.143 -1.548
H -1.6165 0.0691 1.0475 -0.644 -0.776 2.420
H -0.6040 -0.1062 -0.5116 -1.700 0.372 1.931
H -2.0690 -1.6023 -1.4392 3.125 -2.974 -1.367
H -3.7401 -1.2617 -2.0209 1.680 -0.717 2.211
H -2.7872 -1.8168 0.9970 1.676 -0.170 0.555
H -3.8346 -3.0377 -0.0830 1.787 3.136 0.517
H -6.1317 -2.5065 -0.1400 0.754 2.288 1.001
H -6.6177 -0.7004 0.6023 1.741 -1.725 -0.803
H -5.8042 -0.8985 -1.1817 0.024 -1.264 3.680
```
Positions in Å, forces in eV/Å.

Summary:
**Relative energy (zero: lowest compared OMol25 entry of this formula, charge and spin)**: 1074.5 kJ/mol
**Orbital gap**: 0.310 Ha
**Total charge**: 0
**E_HOMO**: -7.74 eV

=====

This record from the Open Molecules 2025 dataset describes C13H20CsN5O6P as an isolated structure. The level of theory is ωB97M-V with the def2-TZVPD basis set.

XYZ file:
```
46
Properties=species:S:1:pos:R:3:forces:R:3
Cs 0.6037 -0.9981 -0.5366 -0.250 -1.161 -1.140
O 0.9935 -2.0227 1.8988 0.088 -0.234 0.859
C 2.1166 -1.9129 2.3208 0.310 0.218 -0.035
C 3.3064 -1.5900 1.4514 0.230 -0.226 0.331
C 4.2905 -2.5698 1.3715 -0.052 0.183 -0.129
C 5.3871 -2.3503 0.5650 0.218 -0.279 -0.023
C 5.5698 -1.1756 -0.1395 -0.116 0.090 0.025
C 4.6180 -0.1795 -0.0244 0.114 -0.032 0.045
C 3.4982 -0.3713 0.7831 -0.205 0.166 0.051
O 2.5533 0.5763 0.9454 0.179 0.269 -0.016
N 6.4108 -3.4133 0.4611 -0.032 0.111 0.094
O 7.3766 -3.1889 -0.2356 -0.033 -0.013 -0.025
O 6.2184 -4.4335 1.0894 -0.017 0.008 -0.040
H 2.3324 -2.0913 3.3872 0.032 -0.088 -0.017
H 4.2118 -3.5047 1.9097 -0.026 0.000 0.019
H 6.4502 -1.0511 -0.7519 0.009 0.002 -0.005
H 4.7487 0.7649 -0.5369 -0.021 0.001 -0.005
C -4.0636 -3.1118 -3.5550 -0.039 0.103 0.062
N -4.1456 -1.7054 -3.1860 -0.022 0.134 -0.013
C -4.8523 -0.7191 -3.8348 0.039 -0.312 -0.025
C -4.6090 0.4304 -3.1523 -0.045 0.004 -0.080
N -3.7637 0.1715 -2.1005 -0.034 -0.059 -0.103
C -3.5084 -1.1203 -2.1581 0.025 0.057 0.033
H -5.0474 -3.4629 -3.8545 0.013 -0.019 -0.036
H -3.7436 -3.6794 -2.6851 0.018 -0.034 -0.023
H -3.3529 -3.2511 -4.3664 -0.022 -0.032 -0.037
H -5.4522 -0.9407 -4.7005 -0.008 0.073 0.014
H -4.9982 1.4128 -3.3606 0.042 0.015 0.054
H -2.8761 -1.6760 -1.4824 -0.069 0.042 0.019
N 2.2684 3.0407 -0.5008 -0.051 -0.284 0.198
C 0.9069 3.4298 -0.0951 0.005 0.153 0.068
P -0.2442 2.0754 -0.5138 -0.324 0.476 0.148
O 0.3196 1.4039 -1.7258 -0.109 0.360 -0.278
O -0.6358 1.2417 0.6891 0.040 0.278 -0.213
C -1.8608 2.8882 -0.9327 -0.317 0.122 0.025
N -2.9444 2.0442 -0.3269 0.190 0.236 -0.060
H 2.2546 2.8292 -1.4946 0.046 -0.035 0.049
H 2.7192 1.4211 0.4381 -0.113 -0.171 0.056
H 2.9079 3.8094 -0.3462 0.041 0.051 -0.022
H 0.5769 4.3477 -0.5973 -0.058 -0.025 0.023
H 0.8676 3.6044 0.9814 0.041 -0.007 -0.022
H -2.0302 2.9470 -2.0055 0.113 0.019 -0.029
H -1.9287 3.8880 -0.5045 0.070 0.002 -0.021
H -2.4935 1.5812 0.4846 -0.029 -0.118 -0.086
H -3.2914 1.2994 -1.0388 0.143 -0.043 0.295
H -3.7348 2.6025 -0.0187 -0.016 -0.001 0.016
```
Positions in Å, forces in eV/Å.

Summary:
**Relative energy (zero: lowest compared OMol25 entry of this formula, charge and spin)**: 38.7 kJ/mol
**Orbital gap**: 0.348 Ha
**Total charge**: +1
**E_HOMO**: -11.90 eV

=====

This record from the Open Molecules 2025 dataset describes C13H20CuNPSe3Te as an isolated structure. The level of theory is ωB97M-V with the def2-TZVPD basis set.

XYZ file:
```
40
Properties=species:S:1:pos:R:3:forces:R:3
Cu 0.5336 0.3109 0.2181 0.043 0.036 0.458
Se 1.0918 0.8204 2.6737 0.016 -0.045 -0.149
Se 3.0389 -0.3212 3.0390 -0.025 0.034 -0.002
Te 4.2273 -0.5104 0.8391 0.002 -0.011 0.012
Se 2.7535 0.4159 -0.8177 0.088 0.097 -0.112
C -1.2202 -2.5687 -1.0068 0.041 -0.075 -0.036
P -0.1751 -1.8433 0.3075 -0.176 0.163 -0.097
C -1.1122 -2.2936 1.8051 0.035 0.013 -0.005
C 1.2580 -2.9558 0.3453 -0.020 -0.121 0.099
C 1.9616 -3.2235 -0.8289 0.011 -0.001 0.039
C 3.0949 -4.0200 -0.8013 -0.012 0.003 -0.045
C 3.5436 -4.5518 0.3997 0.046 -0.040 0.013
C 2.8558 -4.2836 1.5724 0.039 -0.013 0.025
C 1.7207 -3.4876 1.5473 0.002 -0.021 -0.092
H -0.7742 -2.3796 -1.9827 0.001 -0.021 0.005
H -2.1901 -2.0710 -0.9824 -0.010 0.003 -0.006
H -1.3573 -3.6427 -0.8742 -0.012 0.002 0.000
H -1.1773 -3.3746 1.9356 -0.020 0.000 0.004
H -2.1166 -1.8788 1.7107 0.007 0.008 -0.008
H -0.6442 -1.8305 2.6738 0.007 -0.017 0.008
H 1.6370 -2.7947 -1.7692 -0.005 0.017 0.004
H 3.6337 -4.2187 -1.7189 0.001 -0.001 0.001
H 4.4312 -5.1713 0.4207 -0.002 0.004 -0.004
H 3.2059 -4.6858 2.5147 0.005 -0.004 -0.010
H 1.2058 -3.2744 2.4735 -0.014 0.016 0.023
C -2.7562 3.7974 -2.0849 0.010 0.008 -0.008
C -1.8679 4.0910 -0.8687 -0.161 0.375 -0.056
C -2.7258 4.5066 0.3358 0.005 0.004 -0.030
C -0.8407 5.1849 -1.2002 -0.056 0.004 -0.011
C -1.1360 2.8787 -0.5163 0.178 -0.285 0.124
N -0.5509 1.9368 -0.2319 -0.080 -0.074 -0.184
H -3.3073 4.7013 -2.3471 0.010 0.002 0.010
H -3.4746 3.0075 -1.8671 0.004 -0.009 0.008
H -2.1583 3.4973 -2.9450 0.006 -0.010 0.002
H -3.2803 5.4105 0.0804 0.014 -0.001 -0.006
H -2.1041 4.7150 1.2056 0.004 -0.010 0.007
H -3.4402 3.7262 0.5968 0.003 -0.007 0.002
H -1.3702 6.0979 -1.4762 -0.006 -0.014 0.010
H -0.2070 4.8865 -2.0347 0.007 -0.004 -0.001
H -0.2065 5.3969 -0.3405 0.014 -0.005 0.003
```
Positions in Å, forces in eV/Å.

Summary:
**Relative energy (zero: lowest compared OMol25 entry of this formula, charge and spin)**: 0.0 kJ/mol
**⟨S²⟩**: 0.7565
**Orbital gap (spin up / spin down)**: 0.251 / 0.183 Ha
**Total charge**: 0
**E_HOMO (spin up / spin down)**: -6.66 / -6.45 eV
**2S+1**: 2

=====

This record from the Open Molecules 2025 dataset describes C13H20F15NaO19S5 as an isolated structure. The level of theory is ωB97M-V with the def2-TZVPD basis set.

XYZ file:
```
73
Properties=species:S:1:pos:R:3:forces:R:3
Na 14.7070 4.4265 13.7121 0.015 0.243 0.031
C 11.7672 6.4436 10.5081 -0.132 -0.004 0.378
F 12.7431 7.3569 10.5853 -0.256 -0.151 -0.146
F 10.8352 6.7651 11.4480 0.281 -0.002 -0.401
F 11.1598 6.5976 9.2985 0.089 0.126 0.174
S 12.3626 4.7013 10.7261 -0.061 0.343 0.265
O 12.9333 4.7373 12.0619 -0.007 -0.049 -0.183
O 11.1183 3.9829 10.5985 -0.134 -0.147 0.003
O 13.2947 4.5580 9.6424 0.227 0.004 -0.282
C 14.9744 8.8866 12.7940 -0.411 0.401 0.359
F 13.6412 9.0246 12.6601 -0.031 -0.040 -0.042
F 15.4144 8.1940 11.7520 0.195 -0.167 -0.196
F 15.4764 10.1515 12.6697 0.140 -0.055 0.011
S 15.4005 8.1345 14.4345 -0.185 -0.334 -0.244
O 14.8499 6.7983 14.2814 0.226 0.350 0.068
O 16.8395 8.2428 14.4507 0.031 0.011 0.061
O 14.6945 8.9968 15.3595 0.057 0.047 -0.056
C 19.2061 2.8936 13.6324 0.190 0.166 0.099
F 19.8189 2.9276 12.4194 -0.200 -0.056 0.157
F 18.3613 1.8606 13.6247 0.078 -0.077 -0.031
F 20.1903 2.5955 14.5270 -0.058 -0.038 -0.163
S 18.3745 4.5042 14.0829 -0.191 -0.418 0.033
O 18.2405 4.3769 15.5105 -0.003 -0.011 0.006
O 19.3505 5.4619 13.6228 0.044 0.149 -0.232
O 17.1336 4.4057 13.3276 0.251 0.138 0.101
C 15.0128 -0.7455 12.4320 0.102 0.163 0.129
F 16.1483 -0.4875 13.0980 0.156 -0.004 -0.006
F 15.3659 -1.4659 11.3454 -0.027 -0.060 -0.227
F 14.3004 -1.5916 13.2063 -0.126 -0.031 0.184
S 14.0714 0.8107 11.9907 0.215 0.089 -0.330
O 12.7357 0.2810 11.8455 -0.011 0.006 0.034
O 14.3073 1.6655 13.1372 -0.115 -0.125 0.064
O 14.7345 1.2260 10.7760 -0.079 -0.201 0.123
C 12.5223 3.5779 18.2032 0.336 0.117 0.331
F 13.1812 2.4069 18.3158 -0.198 -0.064 -0.009
F 11.3328 3.3220 17.6424 -0.136 -0.095 -0.083
F 12.2455 3.9821 19.4785 0.120 -0.090 -0.171
S 13.5310 4.8404 17.2858 0.207 0.071 -0.102
O 14.7824 4.8114 17.9966 -0.057 -0.127 0.093
O 13.5575 4.2756 15.9426 -0.124 0.151 0.328
O 12.7340 6.0269 17.4901 -0.243 -0.071 -0.232
C 11.3662 2.6541 14.3240 -0.105 -0.175 0.539
O 10.1746 2.3528 13.5899 0.406 -0.373 0.242
C 9.4431 3.4976 13.3797 -0.227 1.421 -0.385
C 8.0796 3.2069 12.7949 0.116 -0.448 0.540
O 8.1897 2.5319 11.5625 -0.120 0.327 -0.198
C 6.9870 2.5192 10.8626 0.292 -0.662 -0.140
H 11.0720 3.0983 15.2747 0.034 0.197 0.108
H 12.0567 3.3388 13.8297 -0.323 -0.101 -0.337
H 11.8888 1.7289 14.5548 -0.052 -0.097 -0.324
H 9.9568 4.2183 12.7205 0.067 -0.414 -0.154
H 9.2925 4.0998 14.3024 -0.119 -0.427 0.126
H 7.5432 4.1639 12.7003 0.039 -0.008 -0.221
H 7.4907 2.5706 13.4828 0.051 0.065 0.024
H 7.1801 2.0618 9.8876 0.083 0.233 -0.030
H 6.5957 3.5338 10.7259 -0.222 -0.021 0.005
H 6.2473 1.8518 11.3436 -0.159 0.365 0.161
C 15.7791 1.6047 15.7461 -0.351 0.541 -0.546
O 16.5294 1.8136 16.9304 0.077 -0.360 -0.186
C 16.2985 0.8038 17.8482 -0.175 -0.012 0.510
C 17.1548 1.0202 19.0765 0.624 0.146 -0.541
O 16.7334 2.1848 19.7379 -0.245 -0.120 0.246
C 17.0380 2.2133 21.0931 -0.371 -0.100 0.034
H 14.7018 1.7523 15.8822 0.063 -0.044 0.333
H 15.9337 0.6100 15.3244 0.177 -0.140 0.066
H 16.0800 2.3372 14.9941 0.245 -0.126 0.287
H 16.5350 -0.1996 17.4437 -0.037 0.085 -0.102
H 15.2474 0.8033 18.1838 -0.002 -0.089 -0.147
H 18.2047 1.1450 18.7634 -0.051 -0.022 -0.018
H 17.1266 0.1247 19.7201 -0.292 0.123 0.127
H 16.6625 1.2988 21.5868 0.218 0.020 0.076
H 16.4941 3.0539 21.5253 0.153 0.104 -0.016
H 18.1141 2.3255 21.2893 0.033 -0.043 0.021
```
Positions in Å, forces in eV/Å.

Summary:
**Orbital gap**: 0.251 Ha
**Total charge**: -4
**E_HOMO**: 0.12 eV